2 unconnected molecules or ions with the total composition C2H5Cl3Si, computed with wB97M-V/def2-TZVPD.

Properties
* HOMO: -9.90 eV
* orbital gap: 0.3864 Ha
* SMILES: C=C(Cl)Cl.[SiH3]Cl
* calculated total energy: -47599.4134 eV
* multiplicity: 1

```
11
Properties=species:S:1:pos:R:3:nbo_charge:R:1
C -2.06217 -0.09335 -0.03473 -0.42
C -3.21403 -0.33634 -0.52735 -0.11
Cl -4.04329 -1.87499 -0.17328 -0.02
Cl -4.07884 0.67613 -1.50443 0.09
H -1.58812 0.85045 -0.20394 0.23
H -1.48672 -0.87614 0.62332 0.23
Si 3.29947 0.18751 0.43053 0.85
Cl 1.93167 1.30130 -0.64383 -0.38
H 4.30929 -0.61539 -0.47729 -0.14
H 2.78152 -0.47147 1.63400 -0.15
H 4.15122 1.25228 0.87701 -0.18
```